(1)
The following is a DFT calculation (ωB97M-V with the def2-TZVPD basis set) of a 2-piece molecular cluster, C4H13NO overall in a non-equilibrium geometry.

Properties
LUMO   0.99 eV
Energy   -7894.655 eV
Orbital gap   0.38222 Ha

```
! RIJCOSX wB97M-V def2-TZVPD def2/J DEFGRID3
* xyz 0 1
C -1.327 2.204 1.408
C -0.916 0.814 0.834
O 0.029 1.036 -0.263
C 0.230 0.179 -1.447
C 1.517 0.466 -2.240
H -0.500 2.926 1.481
H -1.954 2.834 0.735
H -1.836 2.028 2.297
H -1.751 0.266 0.418
H -0.389 0.261 1.718
H -0.668 0.386 -2.055
H 0.084 -0.920 -1.072
H 1.998 -0.536 -2.506
H 2.176 0.930 -1.448
H 1.309 1.107 -3.155
N 0.330 -3.537 1.249
H 0.984 -4.286 1.156
H 0.352 -2.747 0.611
H 0.333 -3.411 2.278
*
```

(2)
The following is a DFT calculation (ωB97M-V with the def2-TZVPD basis set) of a 2-piece molecular cluster, C4H12 overall in a non-equilibrium geometry.

Properties
LUMO   1.17 eV
Energy   -4341.679 eV
Orbital gap   0.45218 Ha

```
! RIJCOSX wB97M-V def2-TZVPD def2/J DEFGRID3
* xyz 0 1
C -0.550 1.985 0.965
C 0.859 1.467 0.744
H -1.120 1.265 1.562
H -0.598 2.923 1.501
H -1.094 1.922 0.025
H 1.680 2.092 1.074
H 1.096 1.431 -0.321
H 1.330 0.577 1.168
C -0.886 -2.036 -0.753
C 0.517 -1.482 -0.992
H -1.611 -1.616 -1.451
H -1.022 -3.091 -0.541
H -1.260 -1.541 0.156
H 0.886 -0.974 -0.109
H 1.249 -2.232 -1.287
H 0.524 -0.689 -1.742
*
```

(3)
The following is a DFT calculation (ωB97M-V with the def2-TZVPD basis set) of a 2-piece molecular cluster, C2H7NO4 overall in a non-equilibrium geometry.

Properties
LUMO (spin up / spin down)   -1.14 / -1.14 eV
Energy   -11858.804 eV
Orbital gap (spin up / spin down)   0.29905 / 0.30041 Ha

```
! RIJCOSX wB97M-V def2-TZVPD def2/J DEFGRID3
* xyz 0 1
C 0.584 0.310 0.014
C 2.058 -0.009 -0.289
N 0.373 1.659 0.448
O -1.211 -1.079 -0.555
O -2.291 -1.770 -0.430
O -0.047 -0.638 0.740
O -3.456 -0.873 -0.221
H -3.958 -1.382 0.439
H 0.043 0.206 -1.004
H -0.475 1.770 0.987
H 1.160 2.064 0.939
H 2.460 0.724 -0.985
H 2.134 -1.002 -0.724
H 2.627 0.020 0.640
*
```

(4)
The following is a DFT calculation (ωB97M-V with the def2-TZVPD basis set) of C32H42BF5O4SSb2Tl as an isolated structure in a non-equilibrium geometry.

Properties
LUMO   -3.31 eV
Energy   -84916.740 eV
Orbital gap   0.24036 Ha

```
! RIJCOSX wB97M-V def2-TZVPD def2/J DEFGRID3
* xyz 1 1
Tl -20.888 -1.010 8.420
C -24.189 3.626 7.992
Sb -22.203 2.714 8.329
C -21.213 3.465 6.553
C -21.416 4.197 9.706
C -20.651 5.206 8.993
C -21.303 6.280 8.385
C -20.579 7.275 7.783
C -19.210 7.241 7.812
C -18.553 6.230 8.490
C -19.225 5.179 9.097
C -18.443 4.398 10.116
Sb -18.050 2.388 9.505
C -17.104 1.648 11.261
C -16.217 2.675 8.392
H -24.203 4.747 7.951
H -24.740 3.309 8.898
H -24.682 3.249 7.124
H -20.162 3.336 6.756
H -21.493 4.484 6.480
H -21.538 2.934 5.674
H -20.747 3.601 10.336
H -22.296 4.502 10.216
H -22.403 6.379 8.526
H -21.083 8.101 7.280
H -18.616 7.959 7.279
H -17.489 6.289 8.480
H -19.012 4.494 11.036
H -17.495 4.936 10.252
H -16.030 1.825 11.264
H -17.200 0.591 11.117
H -17.733 1.930 12.112
H -16.165 2.028 7.509
H -15.342 2.479 8.947
H -16.124 3.668 7.973
C -15.041 -3.029 7.284
C -15.922 -2.683 6.123
C -16.103 -3.854 5.122
O -17.330 -2.418 6.590
B -17.821 -1.445 5.802
O -16.945 -0.858 4.972
C -15.583 -1.322 5.375
C -14.944 -0.213 6.263
C -14.759 -1.439 4.093
H -15.318 -4.054 7.546
H -15.228 -2.410 8.201
H -13.989 -3.050 6.999
H -16.545 -4.674 5.673
H -15.155 -4.186 4.681
H -16.805 -3.538 4.228
H -15.421 0.012 7.195
H -14.861 0.655 5.571
H -13.878 -0.516 6.491
H -15.181 -2.148 3.398
H -13.695 -1.723 4.225
H -14.759 -0.448 3.556
F -27.025 1.811 5.937
C -25.741 1.264 5.996
C -24.848 1.593 5.029
F -25.207 2.323 3.952
C -23.618 0.978 5.131
F -22.809 1.354 4.121
C -23.197 0.147 6.120
O -21.952 -0.254 6.214
C -24.120 -0.117 7.123
F -23.702 -0.975 8.098
C -25.399 0.391 7.051
F -26.216 0.157 8.043
C -17.932 -3.832 -0.160
C -18.284 -3.141 1.144
C -17.786 -1.840 1.377
C -18.288 -1.091 2.374
C -19.247 -1.639 3.232
C -19.709 -2.994 3.085
C -19.183 -3.755 2.061
S -20.099 -0.880 4.531
C -19.776 0.833 4.240
O -19.172 -1.142 5.865
H -17.685 -4.912 -0.099
H -17.067 -3.272 -0.609
H -18.705 -3.684 -0.953
H -17.140 -1.337 0.663
H -17.967 -0.055 2.521
H -20.436 -3.427 3.688
H -19.574 -4.765 1.812
H -18.720 1.115 4.352
H -20.330 1.393 4.999
H -20.210 1.123 3.246
*
```

(5)
The following is a DFT calculation (ωB97M-V with the def2-TZVPD basis set) of one molecule with the formula C14H18BrNO4S.

Properties
LUMO   0.54 eV
Energy   -105368.297 eV
Orbital gap   0.34463 Ha

```
! RIJCOSX wB97M-V def2-TZVPD def2/J DEFGRID3
* xyz 0 1
C 2.543 3.625 -1.248
C 1.706 2.630 -2.016
S 0.415 1.928 -0.934
O -0.226 2.997 -0.232
O -0.383 1.061 -1.756
N 1.183 0.991 0.177
C 1.664 1.522 1.427
C 1.322 0.556 2.560
C 1.870 -0.838 2.253
C 1.363 -1.326 0.893
C -0.138 -1.588 0.941
O -0.798 -1.628 1.943
O -0.613 -1.799 -0.291
C -1.976 -2.000 -0.480
C -2.659 -3.015 0.173
C -4.005 -3.203 -0.088
C -4.640 -2.376 -0.997
Br -6.487 -2.644 -1.360
C -3.962 -1.357 -1.648
C -2.619 -1.166 -1.385
C 1.702 -0.295 -0.194
H 3.190 4.187 -1.918
H 3.165 3.123 -0.511
H 1.884 4.318 -0.732
H 2.276 1.788 -2.399
H 1.158 3.098 -2.828
H 2.755 1.669 1.384
H 1.173 2.484 1.570
H 0.240 0.499 2.669
H 1.744 0.927 3.495
H 2.962 -0.812 2.235
H 1.552 -1.534 3.029
H 1.839 -2.278 0.631
H -2.149 -3.649 0.881
H -4.553 -3.987 0.412
H -4.479 -0.718 -2.346
H -2.057 -0.371 -1.851
H 2.797 -0.252 -0.314
H 1.242 -0.568 -1.144
*
```

(6)
The following is a DFT calculation (ωB97M-V with the def2-TZVPD basis set) of a 2-piece molecular cluster, C3H6N2S overall in a non-equilibrium geometry.

Properties
LUMO   -1.47 eV
Energy   -17022.205 eV
Orbital gap   0.29482 Ha

```
! RIJCOSX wB97M-V def2-TZVPD def2/J DEFGRID3
* xyz 0 1
C 0.784 -0.498 -0.014
C 1.176 0.777 0.652
S 0.387 2.159 0.285
C 2.270 0.736 1.563
N 3.276 0.658 2.149
H -0.234 -0.947 0.060
H 1.431 -1.286 0.294
H 0.722 -0.385 -1.072
N -2.208 -0.486 -0.875
H -2.069 0.476 -0.688
H -2.412 -0.498 -1.835
H -3.122 -0.708 -0.518
*
```

(7)
The following is a DFT calculation (ωB97M-V with the def2-TZVPD basis set) of one molecule with the formula C21H27N5O3S.

Properties
LUMO   0.38 eV
Energy   -46644.252 eV
Orbital gap   0.30974 Ha

```
! RIJCOSX wB97M-V def2-TZVPD def2/J DEFGRID3
* xyz 0 1
O 2.916 2.752 1.719
C 3.880 3.179 0.799
C 4.033 2.233 -0.410
N 4.305 0.876 -0.011
C 5.685 0.568 0.311
C 6.474 0.090 -0.916
O 5.871 -0.999 -1.562
C 3.378 -0.097 0.117
N 3.857 -1.309 0.455
C 3.024 -2.312 0.646
N 1.718 -2.296 0.540
C 1.193 -1.120 0.175
C 1.982 0.020 -0.061
S 0.991 1.395 -0.540
C -0.463 0.443 -0.382
N -1.652 0.956 -0.598
C -2.707 0.157 -0.443
N -3.935 0.720 -0.736
C -4.986 0.739 0.268
C -4.828 1.969 1.175
O -4.852 3.164 0.434
C -3.816 3.179 -0.526
C -3.926 1.977 -1.468
C -2.577 -1.219 -0.122
C -1.313 -1.739 0.106
C -0.207 -0.875 -0.004
C -1.057 -3.186 0.393
C -2.328 -3.999 0.600
C -3.374 -3.571 -0.421
C -3.776 -2.128 -0.135
H 2.068 2.661 1.264
H 3.653 4.186 0.421
H 4.815 3.224 1.363
H 4.863 2.587 -1.028
H 3.128 2.264 -1.018
H 6.160 1.461 0.722
H 5.688 -0.220 1.067
H 6.550 0.886 -1.664
H 7.493 -0.171 -0.588
H 5.431 -1.538 -0.888
H 3.478 -3.256 0.921
H -4.955 -0.159 0.879
H -5.948 0.793 -0.252
H -5.655 2.031 1.885
H -3.877 1.887 1.727
H -3.923 4.115 -1.076
H -2.837 3.154 -0.028
H -3.090 1.973 -2.166
H -4.870 2.033 -2.019
H -0.489 -3.588 -0.451
H -0.396 -3.260 1.258
H -2.720 -3.832 1.606
H -2.103 -5.062 0.501
H -2.959 -3.649 -1.428
H -4.255 -4.214 -0.366
H -4.275 -2.106 0.840
H -4.485 -1.769 -0.884
*
```